{
  "formula": "C3H9NP2",
  "method": "the ωB97M-V functional and the def2-TZVPD basis",
  "e_homo_ev": -8.3,
  "energy_ev": -23323.22941,
  "smiles": "C[C@H]1NPCP1",
  "homo_lumo_gap_ev": 9.38,
  "e_above_lowest_kj_mol": 82.2,
  "multiplicity": 1,
  "species": ["P", "P", "N", "C", "C", "C", "H", "H", "H", "H", "H", "H", "H", "H", "H"],
  "coordinates": [[2.14, -0.70, -0.13], [0.07, 1.51, 0.19], [0.53, -1.21, 0.44], [-1.13, -0.59, -1.19], [-0.55, -0.25, 0.16], [1.52, 0.96, -0.86], [-0.45, -0.38, -2.12], [-1.23, -1.71, -0.97], [1.18, 0.74, -1.79], [-1.44, -0.34, 0.92], [0.63, 1.36, 1.43], [-2.11, -0.07, -1.28], [2.31, 1.65, -0.89], [0.69, -1.36, 1.44], [2.12, -1.64, -1.12]],
  "lowdin_charge": [0.820, 0.870, -0.351, -0.163, -0.736, -0.608, 0.094, 0.093, -0.043, 0.130, -0.101, 0.072, -0.003, 0.039, -0.113]
}